This record from the Open Molecules 2025 dataset describes one molecule with the formula C4H9NOS at a distorted geometry. The level of theory is ωB97M-V/def2-TZVPD.

Each line ends with the natural charge from an NBO analysis.
Element x y z (Å)
C: -0.43 1.87 0.30  -0.253
C: 0.74 1.15 0.94  -0.531
C: 0.38 -0.26 0.73  -0.159
C: 1.11 -1.01 -0.32  -0.687
N: -1.82 -1.61 0.01  -1.025
O: -1.80 -0.26 2.37  -0.945
S: -0.95 -1.18 1.55  1.366
H: -1.20 2.01 0.88  0.163
H: -0.73 1.71 -0.72  0.168
H: 1.60 1.48 0.21  0.227
H: 0.86 1.48 1.98  0.239
H: 0.52 -1.53 -1.11  0.248
H: 1.64 -1.77 0.24  0.236
H: 1.88 -0.29 -0.81  0.221
H: -2.61 -2.20 -0.02  0.381
H: -2.06 -0.83 -0.43  0.352

Highest occupied orbital energy (alpha / beta), eV: -8.12 / -8.59
Largest force on an atom, eV/A: 5.2
Charge: 0
Kohn-Sham gap (alpha / beta), eV: 8.26 / 8.35

***

This record from the Open Molecules 2025 dataset describes one molecule with the formula C4H9NOS at a distorted geometry. The level of theory is ωB97M-V/def2-TZVPD.

Each line ends with the natural charge from an NBO analysis.
Element x y z (Å)
C: -1.52 1.60 0.45  -0.421
N: -0.71 0.88 -0.58  -0.599
C: -0.33 -0.45 -0.13  -0.186
C: 0.60 -1.07 -1.19  -0.460
S: 1.90 -2.20 -0.41  -0.066
C: 0.56 -0.43 1.16  0.436
O: 1.23 0.49 1.43  -0.547
H: -1.87 2.55 0.11  0.205
H: -2.35 0.95 0.73  0.187
H: -0.90 1.77 1.32  0.185
H: 0.15 1.42 -0.62  0.354
H: -1.25 -1.02 0.04  0.205
H: 0.14 -1.72 -1.92  0.231
H: 1.18 -0.29 -1.68  0.227
H: 2.84 -1.26 -0.59  0.136
H: 0.34 -1.23 1.88  0.115

Highest occupied orbital energy, eV: -9.02
Largest force on an atom, eV/A: 3.4
Charge: 0
Kohn-Sham gap, eV: 9.84

***

This record from the Open Molecules 2025 dataset describes one molecule with the formula C4H9NOS. The level of theory is ωB97M-V/def2-TZVPD.

Each line ends with the natural charge from an NBO analysis.
Element x y z (Å)
O: -0.20 -0.54 1.87  -0.600
C: -0.48 0.46 1.26  0.685
N: -0.80 0.43 -0.10  -0.624
C: -0.44 -0.76 -0.85  -0.247
C: 1.01 -0.73 -1.31  -0.518
S: 1.74 -2.38 -1.65  -0.050
C: -0.54 1.85 1.87  -0.714
H: -0.52 1.28 -0.57  0.375
H: -1.09 -0.86 -1.72  0.200
H: -0.59 -1.62 -0.19  0.238
H: 1.15 -0.16 -2.22  0.211
H: 1.62 -0.37 -0.49  0.225
H: 0.63 -3.07 -1.94  0.118
H: -0.93 1.79 2.88  0.247
H: -1.06 2.54 1.21  0.217
H: 0.49 2.16 1.95  0.235

Highest occupied orbital energy, eV: -9.11
Largest force on an atom, eV/A: 0.9
Charge: 0
Kohn-Sham gap, eV: 9.87

***

This record from the Open Molecules 2025 dataset describes one molecule with the formula C4H9NOS at a distorted geometry. The level of theory is ωB97M-V/def2-TZVPD.

Each line ends with the natural charge from an NBO analysis.
Element x y z (Å)
O: 2.44 -0.86 0.94  -0.570
C: 2.41 -0.08 0.03  0.544
N: 1.41 0.85 -0.16  -0.690
C: 0.06 0.39 0.36  -0.062
C: -0.69 -0.04 -0.92  -0.512
S: -2.25 -0.93 -0.61  -0.032
C: -0.65 1.60 1.00  -0.638
H: 3.16 -0.13 -0.78  0.117
H: 1.32 1.83 -0.33  0.415
H: 0.24 -0.45 1.02  0.231
H: -0.06 -0.72 -1.49  0.215
H: -0.86 0.86 -1.51  0.213
H: -1.66 -1.61 0.35  0.112
H: 0.14 2.19 1.49  0.212
H: -1.04 2.25 0.23  0.208
H: -1.29 1.30 1.83  0.238

Highest occupied orbital energy, eV: -9.15
Largest force on an atom, eV/A: 3.4
Charge: 0
Kohn-Sham gap, eV: 10.00

***

What is the largest force on an atom in the first record? 5.2 eV/A

***

Look up the largest force on an atom of the first one. 5.2 eV/A